1.
81
Properties=species:S:1:pos:R:3:mulliken_charge:R:1 method="wB97M-V/def2-TZVPD" charge=-1 e_homo_ev=-5.52 orbital_gap_ev=7.22 de_lowest_kj_mol=90.3 lumo_energy_ev=1.70 total_energy_ha=-2622.4985
Sr 0.21843 0.09209 0.95515 1.525
O 1.07760 0.38503 3.07912 0.075
N 0.60703 0.48200 4.26816 -0.585
C -0.15520 -0.50369 4.67617 0.704
C -0.73441 -0.46811 5.98735 -0.015
N -1.21258 -0.48696 7.03250 -0.501
C -0.41025 -1.61672 3.79010 0.052
N -0.55339 -2.47124 3.03282 -0.403
C 6.14727 -0.11832 -0.43657 -1.366
C 4.68907 0.10936 -0.83971 0.328
C 4.26360 -0.87288 -1.93554 -1.325
Sb 3.23881 0.08428 0.78697 0.746
C 4.35496 -1.13124 2.18481 0.400
C 4.36531 -2.57309 1.67299 -1.409
C 3.80250 -1.06914 3.60541 -1.541
C 3.55672 2.08942 1.56640 0.941
C 4.86935 2.27077 2.32524 -1.364
C 3.43114 3.12230 0.44580 -1.779
H 6.80034 -0.00664 -1.30758 0.432
H 6.30664 -1.12536 -0.04473 0.246
H 6.48758 0.58702 0.32031 0.218
H 4.59267 1.12388 -1.23498 0.380
H 4.31235 -1.90725 -1.58030 0.201
H 4.92761 -0.79998 -2.80261 0.452
H 3.24349 -0.68597 -2.27831 0.276
H 5.37092 -0.73047 2.17022 0.397
H 3.35246 -2.98588 1.65652 0.282
H 4.96477 -3.20997 2.33095 0.414
H 4.77546 -2.66226 0.66496 0.265
H 2.80903 -1.51993 3.65764 0.195
H 3.70983 -0.05151 3.98289 0.316
H 4.45912 -1.62651 4.28119 0.509
H 2.72672 2.20801 2.26625 0.056
H 5.73153 2.15579 1.66568 0.215
H 4.97650 1.56680 3.15093 0.295
H 4.91803 3.28055 2.74270 0.476
H 4.31315 3.11172 -0.19904 0.413
H 3.35042 4.12856 0.86531 0.527
H 2.55446 2.96242 -0.18729 0.319
O 1.07898 10.36389 2.39590 -0.689
S 2.05297 9.62005 1.61888 1.185
O 2.73188 8.56256 2.33546 -0.660
O 2.89925 10.42017 0.75929 -0.686
C 0.97985 8.74109 0.43669 0.061
N 0.40028 9.47852 -0.52175 -0.481
C -0.38895 8.83562 -1.36618 -0.324
C -0.61122 7.46823 -1.30048 -0.815
C 0.03006 6.80245 -0.27316 0.207
N 0.81080 7.43010 0.59953 -0.268
C -0.09542 5.33123 -0.07299 1.224
C -0.27457 4.46115 -1.14045 -0.515
C -0.29471 3.10175 -0.89980 -1.323
N -0.17257 2.57543 0.31912 0.806
C -0.05238 3.41925 1.35359 -0.933
C 0.01069 4.79117 1.20308 -0.569
H -0.87002 9.43597 -2.13301 0.402
H -1.26792 6.96711 -1.99801 0.420
H -0.35211 4.83024 -2.15405 0.398
H -0.39764 2.40026 -1.72148 0.493
H 0.02037 2.96583 2.33749 0.490
H 0.16648 5.44535 2.05016 0.549
N -1.70405 -3.98601 0.49224 -0.543
N -0.69084 -3.32175 -0.19886 1.461
N 0.45330 -3.88352 -0.51695 -1.039
C 1.04007 -2.89986 -1.19453 -0.098
N 0.26156 -1.81411 -1.28485 -0.291
N -0.85594 -2.11420 -0.63386 -0.437
H -1.24470 -4.75346 0.97370 0.357
H -2.04412 -3.32666 1.19863 0.222
H 2.02499 -2.97937 -1.62107 0.473
C -3.84846 -1.14914 1.73803 -1.335
C -3.14889 0.20417 1.87561 0.150
C -3.81947 1.24062 0.97530 -1.299
O -1.80911 0.10132 1.57377 -0.908
H -4.91800 -1.08410 1.95915 0.452
H -3.40211 -1.87172 2.42555 0.210
H -3.72757 -1.51364 0.71214 0.255
H -3.27978 0.53992 2.92193 0.162
H -3.69265 0.94420 -0.07044 0.250
H -3.34826 2.21603 1.11134 0.211
H -4.88934 1.33810 1.18514 0.412

---

2.
70
Properties=species:S:1:pos:R:3:nbo_charge:R:1 method="wB97M-V/def2-TZVPD" charge=0 e_homo_ev=-7.97 orbital_gap_ev=8.60 de_lowest_kj_mol=0.0 lumo_energy_ev=0.63 total_energy_ha=-1474.3635
C -0.36289 -3.30003 3.98010 -0.597
C -0.57603 -2.00959 3.19831 -0.397
C 0.70328 -1.18060 3.11087 -0.423
C 0.47615 0.07827 2.26430 -0.208
N 1.58400 1.01220 2.16107 -0.473
C 2.78969 0.47306 1.55317 -0.212
C 2.54615 -0.04577 0.14124 -0.623
C 1.86045 1.75199 3.38055 -0.220
C 2.32662 3.17199 3.03805 -0.221
N 1.43446 3.71453 2.04005 -0.634
C 1.44652 4.99553 1.65787 0.665
O 2.12946 5.86252 2.16109 -0.628
C 0.46824 5.30275 0.50126 -0.302
N 0.42581 4.24904 -0.46595 -0.158
C 1.27916 4.04129 -1.49717 -0.028
C 0.96083 2.82264 -2.04664 -0.118
C -0.11169 2.35452 -1.24792 0.104
N -0.41145 3.22309 -0.29676 -0.285
C -0.66675 1.05704 -1.51311 -0.122
C -0.21181 0.37552 -2.61576 0.338
O -0.74271 -0.85450 -2.66166 -0.400
C -1.55393 -0.98204 -1.56357 0.123
C -2.19346 -2.25665 -1.21553 0.637
O -2.59813 -2.46473 -0.07664 -0.642
N -2.30141 -3.20475 -2.16968 -0.420
C -1.97278 -3.11747 -3.57722 -0.208
C -2.68187 -4.32228 -4.19438 -0.407
C -2.64357 -5.34929 -3.06483 -0.411
C -2.89088 -4.49020 -1.83081 -0.211
C -1.55168 0.18500 -0.82736 0.003
C -2.36136 0.52641 0.36765 -0.656
C 0.65676 0.93584 -3.69052 -0.433
C 1.60356 2.01397 -3.12913 -0.410
H -1.28688 -3.87072 4.02844 0.210
H 0.39523 -3.91657 3.50133 0.198
H -0.03662 -3.08501 4.99615 0.197
H -0.92698 -2.24849 2.19206 0.216
H -1.35505 -1.41805 3.68470 0.192
H 1.02545 -0.89698 4.11646 0.193
H 1.49290 -1.78933 2.66549 0.193
H -0.37044 0.63143 2.67960 0.195
H 0.20100 -0.22109 1.25215 0.205
H 3.51218 1.29154 1.49790 0.194
H 3.24156 -0.32233 2.17045 0.166
H 1.99315 -0.98104 0.14780 0.206
H 3.49959 -0.21781 -0.35325 0.212
H 1.98049 0.68811 -0.42551 0.217
H 0.93354 1.82278 3.95298 0.203
H 2.61879 1.26736 4.01486 0.183
H 3.35375 3.16645 2.65421 0.187
H 2.31122 3.81116 3.92496 0.216
H 0.89198 3.01523 1.54326 0.438
H -0.53325 5.42105 0.92356 0.243
H 0.77699 6.23954 0.03319 0.232
H 2.02513 4.76473 -1.75711 0.221
H -2.31144 -2.17018 -4.00184 0.211
H -0.88780 -3.18950 -3.71935 0.192
H -2.19144 -4.66837 -5.10184 0.217
H -3.71572 -4.06725 -4.43017 0.203
H -3.38978 -6.13220 -3.17923 0.219
H -1.65662 -5.81046 -3.01213 0.202
H -2.42893 -4.88044 -0.92150 0.219
H -3.96168 -4.36307 -1.63377 0.196
H -3.36997 0.79631 0.05354 0.229
H -2.43835 -0.32925 1.03201 0.254
H -1.92037 1.38037 0.87358 0.231
H 0.00791 1.38338 -4.45291 0.220
H 1.22811 0.14077 -4.17212 0.228
H 2.49112 1.52733 -2.70897 0.216
H 1.94247 2.66133 -3.93992 0.224

---

3.
65
Properties=species:S:1:pos:R:3:nbo_charge:R:1 method="wB97M-V/def2-TZVPD" charge=+1 spin_multiplicity=3 e_homo_ev="-10.61 / -11.73" orbital_gap_ev="6.21 / 7.22" de_lowest_kj_mol=189.5 lumo_energy_ev="-4.40 / -4.51" total_energy_ha=-1191.9081
O -0.54697 5.05217 -3.04588 -0.582
C -1.64285 5.36409 -3.95825 -0.060
C -1.12657 6.77196 -4.26890 -0.459
H -2.61104 5.39038 -3.43579 0.172
H -1.66368 4.69012 -4.83837 0.181
C -0.00565 6.38275 -3.27824 0.276
H -1.80434 7.55277 -3.89897 0.217
H -0.77678 6.91533 -5.29779 0.217
C -0.02476 7.29520 -2.08202 -0.621
H -0.99344 7.31768 -1.56831 0.220
H 0.17357 8.32298 -2.42153 0.217
H 0.75842 7.01389 -1.37015 0.216
C 1.36851 6.29319 -3.91812 -0.625
H 1.30481 5.85622 -4.92901 0.211
H 2.02290 5.65465 -3.30310 0.208
H 1.80908 7.29856 -3.99731 0.225
W 0.30559 0.38153 -0.77114 1.255
C 1.76543 -1.05872 -1.60834 -0.284
C 0.45219 -1.31236 -2.13401 -0.270
C 0.06030 -0.16503 -2.91008 -0.317
H -0.13782 -2.20647 -1.94950 0.289
C 1.14138 0.78591 -2.87315 -0.270
C 2.20654 0.22184 -2.10596 -0.273
H 3.20598 0.63554 -1.97293 0.277
H 2.36371 -1.75792 -1.03217 0.275
H -0.84102 -0.05779 -3.50515 0.289
H 1.16754 1.73072 -3.40925 0.281
C 0.94361 -0.50624 2.05792 -0.219
C 1.83768 0.02046 1.07392 -0.240
C 1.44288 1.40713 0.80669 -0.502
H 2.78952 -0.42355 0.78866 0.249
C 0.21429 1.62279 1.57953 -0.254
C -0.03870 0.45795 2.35105 -0.132
H -0.85012 0.36704 3.07464 0.245
H 1.05659 -1.47173 2.56118 0.247
H 2.08099 2.16758 0.35869 0.281
H -0.27930 2.58667 1.67635 0.255
O -0.75041 5.25271 -0.36227 -0.521
C -0.05402 4.03715 -0.66944 -0.073
C -1.01971 2.99529 -1.26396 -0.395
H 0.36345 3.63699 0.27330 0.158
H 0.81951 4.27291 -1.29888 0.203
C -2.40963 3.64210 -1.12664 -0.431
H -1.05075 2.07957 -0.61132 0.172
H -0.74092 2.74340 -2.29363 0.241
C -2.15517 4.90757 -0.29897 -0.072
H -3.05794 2.95153 -0.57874 0.220
H -2.87930 3.84909 -2.09720 0.226
H -2.39008 4.67933 0.75666 0.172
H -2.74468 5.76358 -0.63390 0.201
C -3.40810 -3.46435 0.39604 -0.585
C -2.75155 -2.45045 1.32673 -0.198
C -3.81086 -1.62068 2.04734 -0.584
C -1.84986 -3.17553 2.32595 -0.585
C -1.95593 -1.52591 0.49758 0.251
C -1.33707 -0.68115 -0.14597 -0.551
H -3.97225 -4.21073 0.97041 0.222
H -2.64780 -3.99130 -0.19245 0.213
H -4.09850 -2.95738 -0.28901 0.219
H -4.43780 -2.25602 2.68659 0.223
H -3.34808 -0.85500 2.68205 0.209
H -4.45927 -1.12538 1.31538 0.220
H -1.06719 -3.73333 1.79620 0.214
H -1.37829 -2.46549 3.01967 0.207
H -2.43779 -3.89518 2.91623 0.228

---

Which of these has the highest charge? C25H37O2W